DFT (wB97M-V/def2-TZVPD) results for a 4-piece molecular cluster, C4H12O3 overall.

Each line ends with the Mulliken charge.
Geometry (Å):
O (-0.4109, -2.4571, -0.8473)  -0.552
O (-2.1303, -0.2629, -1.8245)  -0.642
O (0.4079, 1.6145, -1.6701)  -0.609
C (1.4346, 0.2540, 1.6133)  0.017
C (-0.7967, 1.6424, 1.5692)  -0.790
C (0.0233, 0.5995, 1.4828)  0.280
C (1.9417, -0.8368, 0.9851)  -0.806
H (0.6656, 2.3176, -1.1420)  0.292
H (-0.3340, -3.0940, -0.1673)  0.289
H (-1.7671, 1.5320, 1.2178)  0.299
H (-0.4564, -0.3426, 1.0501)  0.003
H (2.9571, -1.1310, 1.1174)  0.320
H (-0.5592, 2.6019, 1.9169)  0.335
H (1.0115, 0.8701, -1.5496)  0.314
H (-0.2320, -2.7997, -1.6675)  0.262
H (2.0926, 0.8813, 2.4056)  0.221
H (-1.6048, 0.5120, -1.8652)  0.329
H (1.4152, -1.6928, 0.6209)  0.140
H (-1.7390, -0.7658, -1.1032)  0.299

Forces on atoms 1 to 2 (eV/Å):
-0.869 2.768 2.280
-0.872 -1.098 0.138

Output
Electronic energy: -385.236080 Eh
LUMO energy: 0.52 eV
Maximum force: 3.7 eV/A
Gap between HOMO and LUMO: 9.7 eV
HOMO level: -9.16 eV

DFT (wB97M-V/def2-TZVPD) results for a 4-piece molecular cluster, C4H12O4 overall.

Each line ends with the Mulliken charge.
Geometry (Å):
O (2.0142, -1.7616, -0.7486)  -0.368
O (0.1398, -0.5275, 1.1714)  -0.508
O (0.2014, 1.5525, 0.1045)  -0.368
O (0.7887, 0.9560, -1.0500)  -0.280
C (-0.5765, 0.6373, 0.8688)  1.496
C (2.6322, -1.4669, -1.7440)  -0.103
C (-0.8921, 1.4502, 2.1299)  -1.555
C (-1.8509, 0.2096, 0.1391)  -1.535
H (-2.4326, -0.4313, 0.7951)  0.374
H (-0.3498, -2.1756, -1.8639)  0.189
H (2.1053, -1.3983, -2.7137)  0.226
H (-1.4568, 0.8271, 2.8172)  0.370
H (3.7135, -1.2651, -1.7522)  0.260
H (1.0759, -0.3211, 1.2410)  0.311
H (0.0347, 1.7649, 2.6039)  0.357
H (-1.4719, 2.3318, 1.8726)  0.365
H (-1.5922, -0.3554, -0.7539)  0.299
H (-2.4384, 1.0825, -0.1360)  0.362
H (0.2420, -2.1319, -1.2247)  -0.201
H (0.1135, 1.0224, -1.7567)  0.309

Forces on atoms 1 to 2 (eV/Å):
1.318 0.173 -0.288
-0.242 -0.018 -0.076

Output
Electronic energy: -460.390849 Eh
LUMO energy: 0.67 eV
Maximum force: 3.2 eV/A
Gap between HOMO and LUMO: 10.9 eV
HOMO level: -10.18 eV

DFT (wB97M-V/def2-TZVPD) results for a 3-piece molecular cluster, C4H12O4 overall.

Each line ends with the Mulliken charge.
Geometry (Å):
O (-1.7161, 0.3147, 1.9145)  -0.519
O (2.6803, 0.9142, 0.0745)  -0.107
O (-3.1210, 2.1125, -1.5215)  -0.613
O (-0.6602, -1.7870, -2.7281)  -0.587
C (1.5236, -1.0238, 0.7037)  -0.515
C (0.6477, 0.1074, 1.2759)  -0.213
C (2.7227, -0.3426, 0.0916)  0.257
C (-0.7621, -0.2110, 0.9760)  -0.497
H (0.1078, -1.8596, -2.2741)  0.269
H (-3.1570, 1.1728, -1.2315)  0.327
H (-1.3239, -2.2145, -2.1917)  0.330
H (1.8152, -1.7569, 1.5148)  0.413
H (0.8448, 1.1242, 0.8954)  0.385
H (3.6277, -0.7843, -0.3259)  0.417
H (-1.1003, 0.1731, -0.0361)  0.123
H (1.0990, -1.7655, -0.1048)  0.232
H (-2.0789, 1.2217, 1.6716)  0.364
H (-0.8680, -1.3210, 0.9803)  0.309
H (-2.1038, 2.1937, -1.5966)  0.321
H (0.8811, 0.2014, 2.4995)  0.306

Forces on atoms 1 to 2 (eV/Å):
0.252 0.904 -0.429
0.305 -2.602 -0.110

Output
Electronic energy: -460.110229 Eh
LUMO energy (spin up / spin down): -6.50 / -9.86 eV
⟨S²⟩: 0.758
Maximum force: 4.3 eV/A
Net charge: +1
2S+1: 2
Gap between HOMO and LUMO (spin up / spin down): 7.8 / 4.4 eV
HOMO level (spin up / spin down): -14.26 / -14.26 eV

DFT (wB97M-V/def2-TZVPD) results for a 2-piece molecular cluster, C4H12OS overall.

Each line ends with the Mulliken charge.
Geometry (Å):
S (-0.0182, 2.2375, 0.7792)  -0.240
O (-0.5009, 4.2348, -2.5296)  -0.609
C (0.3498, 0.6710, -0.1034)  -0.690
C (0.0422, -3.0782, 0.9457)  -1.215
C (-0.1737, -0.5558, 0.6558)  -0.545
C (0.6496, -1.7949, 0.3137)  -0.449
H (-0.3735, -2.8258, 1.9198)  0.324
H (-0.7245, -3.4853, 0.3701)  0.355
H (1.6687, -1.6874, 0.6848)  0.346
H (1.4239, 0.6271, -0.1158)  0.363
H (-0.1562, -0.3901, 1.7237)  0.355
H (0.8560, -3.7674, 1.1234)  0.336
H (0.6508, -1.9238, -0.7699)  0.283
H (-0.0869, 0.7431, -1.0852)  0.373
H (0.0548, 4.8680, -2.0559)  0.313
H (-1.3362, 2.0242, 0.8514)  0.101
H (-1.1328, 4.7901, -2.9898)  0.304
H (-1.1927, -0.6871, 0.2819)  0.297

Forces on atoms 1 to 2 (eV/Å):
0.079 -0.171 -0.126
0.207 0.197 0.118

Output
Electronic energy: -633.011511 Eh
LUMO energy: 0.84 eV
Maximum force: 2.5 eV/A
Gap between HOMO and LUMO: 9.6 eV
HOMO level: -8.75 eV

DFT (wB97M-V/def2-TZVPD) results for a 2-piece molecular cluster, C4H12OSi2 overall.

Each line ends with the Mulliken charge.
Geometry (Å):
Si (-0.2533, 2.2167, 0.9302)  0.319
Si (1.7248, 1.0621, 1.0034)  0.379
O (-1.1726, 2.5916, 2.0831)  -0.312
C (-0.7294, -2.3707, 0.7778)  -0.705
C (-1.2820, 3.7586, -1.2946)  -0.612
C (0.2862, -2.2916, -0.3928)  -0.573
C (-0.4951, 2.7623, -0.8368)  -0.193
H (1.3343, -0.1764, 1.7998)  -0.094
H (-0.2125, -1.7544, -1.2125)  0.236
H (-1.2227, -1.3949, 0.7670)  0.166
H (-1.3327, -3.2839, 0.8661)  0.341
H (1.1357, -1.7227, 0.0249)  -0.014
H (0.6521, -3.2231, -0.8618)  0.338
H (2.6446, 1.7753, 1.9013)  -0.154
H (2.4595, 0.7043, -0.2520)  -0.068
H (-1.3057, 4.1925, -2.3321)  0.251
H (0.0423, -2.6365, 1.6213)  0.183
H (-1.9995, 4.1882, -0.5822)  0.218
H (0.0674, 2.0848, -1.4552)  0.291

Forces on atoms 1 to 2 (eV/Å):
1.904 -1.018 -4.526
0.271 -1.098 1.280

Output
Electronic energy: -813.615130 Eh
LUMO energy (spin up / spin down): 0.31 / -3.94 eV
⟨S²⟩: 2.025
Maximum force: 5.0 eV/A
2S+1: 3
Gap between HOMO and LUMO (spin up / spin down): 6.5 / 6.4 eV
HOMO level (spin up / spin down): -6.22 / -10.33 eV

DFT (wB97M-V/def2-TZVPD) results for a 2-piece molecular cluster, C4H12S overall.

Each line ends with the Mulliken charge.
Geometry (Å):
S (1.0712, 0.8591, -0.9003)  0.363
C (-2.4105, -0.7621, 1.4358)  -1.071
C (1.4956, -0.2610, -2.4373)  -2.083
C (-3.5378, -1.0627, 2.3441)  -0.729
C (2.4143, 0.6912, 0.2306)  -1.597
H (2.6353, -0.3232, -2.3692)  0.521
H (-1.5830, -1.5904, 1.6210)  0.208
H (2.9400, -0.2460, -0.1143)  0.355
H (-4.4437, -1.3969, 1.8279)  0.289
H (1.0394, -1.2907, -2.3279)  0.534
H (3.2171, 1.4365, 0.4571)  0.392
H (1.0218, 0.2612, -3.3294)  0.373
H (-1.8889, 0.2786, 1.7417)  0.243
H (-2.5704, -0.8297, 0.3582)  0.338
H (-3.8746, -0.1975, 2.8048)  0.290
H (2.0269, 0.4556, 1.2727)  0.300
H (-3.4288, -1.9351, 3.0223)  0.272

Forces on atoms 1 to 2 (eV/Å):
-0.883 0.272 -1.589
4.391 -0.003 0.690

Output
Electronic energy: -557.666123 Eh
LUMO energy (spin up / spin down): 3.36 / 3.31 eV
⟨S²⟩: 0.750
Maximum force: 4.4 eV/A
Net charge: -1
2S+1: 2
Gap between HOMO and LUMO (spin up / spin down): 2.1 / 7.9 eV
HOMO level (spin up / spin down): 1.27 / -4.61 eV

DFT (wB97M-V/def2-TZVPD) results for a 2-piece molecular cluster, C4H12S overall.

Each line ends with the Mulliken charge.
Geometry (Å):
S (-0.5108, -3.4029, -0.0684)  -0.091
C (0.3964, 2.6488, -0.4333)  -0.678
C (-0.4207, 2.7968, 0.8485)  -0.896
C (-1.1696, -1.9080, -0.8462)  -0.702
C (1.1786, -2.9858, 0.4000)  -0.746
H (0.2025, 3.5610, -0.9851)  0.279
H (-1.4945, 2.7888, 0.6776)  0.282
H (-0.4612, -1.1424, -1.1679)  0.173
H (1.3705, -1.9188, 0.5315)  0.248
H (1.4562, 2.6343, -0.1984)  0.254
H (-0.1848, 3.7425, 1.3436)  0.297
H (-1.6824, -2.2267, -1.7494)  0.313
H (1.2939, -3.4585, 1.3666)  0.269
H (1.9821, -3.4018, -0.2166)  0.274
H (-1.8291, -1.4211, -0.1300)  0.261
H (0.1838, 1.7121, -0.9363)  0.182
H (-0.3109, 1.9818, 1.5637)  0.281

Forces on atoms 1 to 2 (eV/Å):
0.282 0.123 -0.327
-0.065 0.189 1.097

Output
Electronic energy: -557.755381 Eh
LUMO energy: 0.91 eV
Maximum force: 1.1 eV/A
Gap between HOMO and LUMO: 9.4 eV
HOMO level: -8.45 eV

DFT (wB97M-V/def2-TZVPD) results for a 2-piece molecular cluster, C4H12S2 overall.

Each line ends with the Mulliken charge.
Geometry (Å):
S (2.4293, -0.8274, 0.0964)  -0.091
S (-1.0369, 0.9351, 0.1008)  -0.329
C (-3.3580, -0.5849, -0.3181)  -1.097
C (1.2355, 0.3010, 0.8404)  -0.587
C (3.6284, 0.3801, -0.5028)  -0.802
C (-1.9404, -0.6389, 0.2364)  -0.407
H (3.1760, 1.0615, -1.2328)  0.263
H (-1.3603, -1.4339, -0.2408)  0.359
H (0.8165, 0.9818, 0.0944)  0.188
H (-3.3535, -0.3712, -1.3912)  0.306
H (4.0518, 0.9598, 0.3220)  0.251
H (-1.9556, -0.8520, 1.3072)  0.377
H (-1.0834, 1.0260, -1.2414)  0.134
H (1.6920, 0.8863, 1.6493)  0.404
H (0.4262, -0.3002, 1.2596)  0.084
H (4.4368, -0.1700, -0.9874)  0.300
H (-3.9420, 0.1929, 0.1796)  0.288
H (-3.8624, -1.5461, -0.1714)  0.359

Forces on atoms 1 to 2 (eV/Å):
0.200 -0.135 0.038
-5.218 0.996 -1.414

Output
Electronic energy: -955.885748 Eh
LUMO energy: 0.84 eV
Maximum force: 5.5 eV/A
Gap between HOMO and LUMO: 8.5 eV
HOMO level: -7.65 eV

DFT (wB97M-V/def2-TZVPD) results for a 2-piece molecular cluster, C4H12S2 overall.

Each line ends with the Mulliken charge.
Geometry (Å):
S (-10.2491, 2.8032, -1.0841)  -0.220
S (-8.2732, 4.8992, -5.2883)  -0.187
C (-9.6733, 6.4354, -3.3365)  -0.761
C (-8.3212, 4.4630, -0.5834)  -1.015
C (-8.8092, 3.5844, -1.6575)  0.349
C (-8.3061, 5.9227, -3.7185)  -0.415
H (-7.4033, 4.9428, -0.9629)  0.325
H (-9.1305, 4.2549, -2.4776)  -0.653
H (-9.0032, 5.2486, -0.2171)  0.280
H (-8.0520, 3.8084, 0.2625)  0.360
H (-11.0784, 3.8462, -1.3005)  0.117
H (-7.7747, 5.2612, -3.0076)  0.102
H (-9.8167, 7.4325, -3.7859)  0.348
H (-7.6185, 6.7468, -3.9898)  0.406
H (-10.5124, 5.7879, -3.6419)  0.294
H (-8.0654, 2.8773, -2.0726)  0.359
H (-8.5778, 3.8116, -4.5488)  0.121
H (-9.6903, 6.5388, -2.2385)  0.191

Forces on atoms 1 to 2 (eV/Å):
-2.063 -1.482 0.218
-0.260 -0.001 1.042

Output
Electronic energy: -955.930231 Eh
LUMO energy: 0.81 eV
Maximum force: 2.5 eV/A
Gap between HOMO and LUMO: 9.8 eV
HOMO level: -9.01 eV

DFT (wB97M-V/def2-TZVPD) results for a 2-piece molecular cluster, C4H12S2 overall.

Each line ends with the Mulliken charge.
Geometry (Å):
S (0.7847, 2.4787, -0.0158)  -0.198
S (-1.1383, -2.1347, 1.2564)  -0.231
C (1.5730, -1.3867, 0.9595)  -0.751
C (-1.4708, 2.0358, -1.6235)  -0.990
C (-0.8271, 1.6315, -0.3147)  0.015
C (0.4503, -2.2585, 0.3752)  -0.552
H (1.2704, -0.9013, 1.8840)  0.309
H (-2.5188, 1.7337, -1.6423)  0.308
H (2.4510, -1.9888, 1.1757)  0.332
H (-0.6128, 0.5643, -0.2593)  -0.107
H (-0.9853, 1.5453, -2.4612)  0.293
H (-1.3586, 1.9075, 0.5951)  0.302
H (0.7337, -3.2969, 0.3819)  0.402
H (1.5944, 1.6268, -0.6575)  0.071
H (0.2424, -1.9789, -0.6508)  0.310
H (-1.4372, 3.1105, -1.7672)  0.321
H (1.8731, -0.5992, 0.2766)  0.060
H (-0.6240, -2.0891, 2.4879)  0.105

Forces on atoms 1 to 2 (eV/Å):
-0.041 -0.038 -0.026
-0.133 0.169 -0.170

Output
Electronic energy: -955.950883 Eh
LUMO energy: 0.81 eV
Maximum force: 1.1 eV/A
Gap between HOMO and LUMO: 9.8 eV
HOMO level: -9.01 eV

Q: maximum force of number 8 (C4H12S2)?
A: 5.5 eV/A